Entry from OMol25: C3H5NOS in the gas phase at a distorted geometry (ωB97M-V with the def2-TZVPD basis set).

Bonds (Å) are listed after each position.
CARTESIAN COORDINATES (ANGSTROEM)
1 C -0.77 -0.43 -1.46  C2 1.477, H4 1.102, H5 1.066, H6 1.072
2 C -1.51 -0.04 -0.25  C1 1.477, O10 1.195, S11 1.786
3 C 1.86 0.41 1.51  H7 1.115, H8 1.088, N9 1.282
4 H -1.48 -0.63 -2.27  C1 1.102
5 H -0.11 0.36 -1.75  C1 1.066
6 H -0.22 -1.34 -1.28  C1 1.072
7 H 1.58 0.59 2.57  C3 1.115
8 H 2.93 0.50 1.33  C3 1.088
9 N 1.00 0.16 0.59  C3 1.282, S11 1.706
10 O -2.71 -0.04 -0.17  C2 1.195
11 S -0.57 0.46 1.19  C2 1.786, N9 1.706

Output
ΔE to the lowest compared entry with this formula, charge and spin, kJ/mol: 149.3
Total charge: 0
E, Eh: -645.4548
LUMO level, eV: 0.581
SMILES string: C=NSC(C)=O
HOMO energy, eV: -9.4


Entry from OMol25: C3H5NOS in the gas phase at a distorted geometry (ωB97M-V with the def2-TZVPD basis set).

Bonds (Å) are listed after each position.
CARTESIAN COORDINATES (ANGSTROEM)
1 C 0.05 0.05 -0.07  C2 1.445, C3 1.523, N4 1.446, H7 1.075
2 C 0.84 -1.12 0.26  C1 1.445, N4 1.458, S6 1.867, H8 1.124
3 C -1.42 -0.06 0.32  C1 1.523, O5 1.437, H9 1.076, H10 1.070
4 N 1.05 0.13 0.97  C1 1.446, C2 1.458, H11 1.007
5 O -1.57 -1.31 1.00  C3 1.437, S6 1.667
6 S -0.37 -2.45 0.75  C2 1.867, O5 1.667
7 H 0.41 0.62 -0.91  C1 1.075
8 H 1.60 -1.43 -0.51  C2 1.124
9 H -1.67 0.57 1.15  C3 1.076
10 H -2.03 0.10 -0.55  C3 1.070
11 H 1.80 0.82 0.98  N4 1.007

Output
ΔE to the lowest compared entry with this formula, charge and spin, kJ/mol: 324.9
Total charge: 0
E, Eh: -645.3879
LUMO level, eV: 0.854
SMILES string: C1OS[C@@H]2N[C@H]12
HOMO energy, eV: -8.4